Density functional theory data (ωB97M-V with the def2-TZVPD basis set) for a structure of composition C43H68Cl2N2O5PSSeTl.

Each line ends with the Mulliken charge.
Atoms and positions in Å:
Tl: 1.3027 0.3267 0.3945  1.290
C: -6.1499 1.2711 2.1314  -1.646
C: -5.9822 1.3442 0.6064  2.119
C: -6.7946 2.5324 0.0925  -2.142
C: -6.5515 0.0627 -0.0221  -1.710
C: -4.4945 1.4775 0.2766  -0.423
C: -3.6118 0.4625 0.5967  -0.874
C: -2.2491 0.6048 0.3506  -0.162
Se: -1.1862 -0.9365 0.6670  0.283
C: -0.9824 -1.6564 -1.0746  -0.152
C: -1.6145 -2.8700 -1.3227  -0.275
C: -1.5412 -3.4448 -2.5783  -0.325
C: -0.7422 -2.7867 -3.5146  -0.193
C: -0.0202 -1.6238 -3.2762  -0.535
C: -0.1468 -0.9987 -2.0102  0.486
O: 0.4628 0.1062 -1.6921  -0.352
C: 0.8118 -1.0654 -4.4503  2.242
C: 1.7689 -2.1594 -4.9501  -1.849
C: 1.6785 0.1546 -4.1080  -1.455
C: -0.1445 -0.6530 -5.5785  -1.695
C: -2.3817 -4.6798 -2.9111  2.036
C: -3.8679 -4.3350 -2.7118  -1.637
C: -2.0047 -5.8373 -1.9793  -1.720
C: -2.1940 -5.1337 -4.3586  -2.145
C: -1.6771 1.8041 -0.1127  0.359
O: -0.3929 2.0057 -0.0972  -0.242
C: -2.5946 2.7834 -0.5934  -0.374
C: -3.9509 2.5913 -0.3761  -0.485
C: -2.0746 3.9662 -1.4224  2.698
C: -1.1807 4.8861 -0.5746  -1.847
C: -1.2681 3.4082 -2.6103  -1.460
C: -3.2115 4.8177 -1.9865  -2.502
H: -7.2063 1.1686 2.3972  0.444
H: -5.7642 2.1784 2.6022  0.359
H: -5.6100 0.4180 2.5475  0.308
H: -7.8439 2.3966 0.3640  0.445
H: -6.7399 2.6179 -0.9953  0.386
H: -6.4556 3.4721 0.5346  0.402
H: -7.6279 -0.0036 0.1600  0.465
H: -6.0859 -0.8313 0.3973  0.318
H: -6.3823 0.0564 -1.1009  0.356
H: -3.9697 -0.4654 1.0299  0.419
H: -2.1873 -3.3370 -0.5290  0.419
H: -0.6620 -3.2224 -4.5016  0.283
H: 2.4232 -2.4859 -4.1387  0.296
H: 2.3916 -1.7668 -5.7594  0.506
H: 1.2393 -3.0329 -5.3331  0.310
H: 2.3867 -0.0796 -3.3107  0.132
H: 1.0749 1.0059 -3.7950  0.010
H: 2.2440 0.4333 -5.0026  0.633
H: -0.7591 -1.4906 -5.9146  0.287
H: 0.4246 -0.2829 -6.4369  0.467
H: -0.8123 0.1425 -5.2396  0.286
H: -4.0836 -4.1000 -1.6676  0.344
H: -4.4990 -5.1784 -3.0078  0.442
H: -4.1432 -3.4661 -3.3133  0.337
H: -2.2228 -5.5975 -0.9364  0.302
H: -0.9400 -6.0684 -2.0598  0.349
H: -2.5716 -6.7359 -2.2402  0.466
H: -2.4881 -4.3532 -5.0637  0.393
H: -2.8199 -6.0085 -4.5478  0.454
H: -1.1570 -5.4134 -4.5618  0.401
H: -4.6315 3.3489 -0.7361  0.522
H: -0.3121 4.3449 -0.2101  0.122
H: -1.7345 5.2793 0.2823  0.323
H: -0.8357 5.7313 -1.1782  0.534
H: -0.4270 2.8059 -2.2661  -0.092
H: -0.8873 4.2299 -3.2255  0.533
H: -1.9044 2.7760 -3.2338  0.356
H: -3.8021 5.2852 -1.1941  0.450
H: -3.8809 4.2288 -2.6176  0.438
H: -2.7876 5.6154 -2.6001  0.448
Cl: 1.7047 -2.3995 2.2601  -0.027
C: 2.9046 -3.3043 1.3788  0.396
C: 3.3943 -4.4345 2.0150  -0.641
C: 4.2825 -5.2645 1.3589  -0.595
C: 4.6558 -4.9628 0.0603  -0.722
C: 4.1676 -3.8228 -0.5514  0.150
Cl: 4.6921 -3.5017 -2.1765  -0.216
C: 3.2888 -2.9265 0.0872  -0.176
S: 2.7777 -1.4921 -0.7844  -0.069
H: 3.0609 -4.6617 3.0189  0.460
H: 4.6722 -6.1450 1.8516  0.397
H: 5.3282 -5.6070 -0.4895  0.437
N: 3.1451 1.5417 -0.7255  -0.229
C: 3.7385 2.8353 -0.3476  -0.871
C: 2.6673 3.8478 0.0167  -0.192
C: 2.2031 3.7207 1.4595  -0.642
N: 1.3407 2.5387 1.6354  0.164
H: 3.8473 0.8116 -0.7992  0.211
H: 2.6841 1.6087 -1.6325  0.066
H: 4.3576 3.2239 -1.1593  0.378
H: 4.3862 2.6599 0.5130  0.346
H: 1.8089 3.7163 -0.6516  -0.075
H: 3.0536 4.8567 -0.1386  0.599
H: 1.6558 4.6255 1.7405  0.397
H: 3.0634 3.6297 2.1234  0.192
H: 0.4506 2.6813 1.1373  0.291
H: 1.1494 2.3609 2.6173  0.020
C: 0.1965 0.3077 5.7025  -1.588
C: 1.0261 -0.1809 4.5399  0.464
O: 1.9004 0.8899 4.1302  -0.025
P: 3.2984 0.6455 3.3113  -0.024
O: 4.0386 2.0255 3.6913  -0.254
C: 4.1618 2.4975 5.0502  -0.140
C: 3.2072 3.6430 5.3035  -1.119
O: 3.9327 -0.4289 4.3562  -0.202
C: 5.1511 -1.0952 3.9737  0.046
C: 5.5909 -1.9641 5.1259  -1.405
H: -0.4555 -0.4900 6.0617  0.425
H: -0.4217 1.1569 5.4060  0.305
H: 0.8494 0.6243 6.5168  0.334
H: 0.3868 -0.4581 3.6958  -0.179
H: 1.6251 -1.0453 4.8247  0.340
H: 5.1940 2.8247 5.1686  0.400
H: 3.9830 1.6781 5.7455  0.199
H: 3.3916 4.4639 4.6091  0.293
H: 3.3469 4.0131 6.3212  0.421
H: 2.1739 3.3134 5.1912  0.191
H: 5.9147 -0.3523 3.7292  0.324
H: 4.9645 -1.7008 3.0822  0.150
H: 5.7122 -1.3648 6.0286  0.331
H: 6.5417 -2.4453 4.8938  0.418
H: 4.8446 -2.7347 5.3213  0.280

- Multiplicity: 1
- Total energy: -174123.2794 eV
- Charge: 0
- Orbital gap: 5.77 eV